Entry 1:
DFT (ωB97M-V/def2-TZVPD) results for a single C3H4N2O molecule in a non-equilibrium geometry.

Properties
electronic energy = -301.47256 hartree
LUMO level = 0.61 eV
energy above the lowest of the compared OMol25 structures with the same formula, charge and spin = 9.21 kcal per mole

Structure (ORCA input):
```
! RIJCOSX wB97M-V def2-TZVPD def2/J DEFGRID3
* xyz 0 1
N -1.116 0.893 -0.261
C -0.762 -0.168 0.498
O -1.487 -0.707 1.308
C 0.649 -0.716 0.299
C 1.513 0.105 -0.504
N 2.010 0.491 -1.470
H -2.041 1.278 -0.149
H -0.482 1.321 -0.918
H 1.147 -0.756 1.262
H 0.569 -1.741 -0.067
*
```

Results of the natural (NBO) charge analysis, in e, for atoms 1 through 4:
1. N -0.8152
2. C 0.6812
3. O -0.5961
4. C -0.6163



Entry 2:
DFT (ωB97M-V/def2-TZVPD) results for a single C3H4N2O molecule in a non-equilibrium geometry.

Properties
electronic energy = -301.41575 hartree
LUMO level = 0.90 eV
energy above the lowest of the compared OMol25 structures with the same formula, charge and spin = 44.86 kcal per mole

Structure (ORCA input):
```
! RIJCOSX wB97M-V def2-TZVPD def2/J DEFGRID3
* xyz 0 1
N 1.972 0.048 -0.352
C 0.638 -0.127 -0.102
N -0.072 0.982 -0.032
C -1.328 0.584 0.259
C -1.543 -0.734 0.425
O -0.013 -1.268 0.077
H 2.241 1.026 -0.378
H 2.706 -0.636 -0.326
H -2.115 1.315 0.374
H -2.486 -1.189 0.055
*
```

Results of the natural (NBO) charge analysis, in e, for atoms 1 through 4:
1. N -0.8112
2. C 0.7037
3. N -0.5862
4. C -0.0345



Entry 3:
DFT (ωB97M-V/def2-TZVPD) results for a single C3H4N2O molecule in a non-equilibrium geometry.

Properties
electronic energy = -301.28425 hartree
LUMO level (alpha / beta) = 0.89 / -3.12 eV
expectation value of S² = 2.01
energy above the lowest of the compared OMol25 structures with the same formula, charge and spin = 3.65 kcal per mole

Structure (ORCA input):
```
! RIJCOSX wB97M-V def2-TZVPD def2/J DEFGRID3
* xyz 0 3
C 1.119 0.193 0.742
C -0.175 -0.492 0.906
C -0.050 0.505 -1.092
N 1.218 0.671 -0.426
N -0.553 -1.337 1.846
O -0.945 -0.145 -0.220
H 1.842 0.217 1.638
H -0.570 1.447 -1.313
H -0.033 -0.290 -1.919
H -1.490 -1.765 1.928
*
```

Results of the natural (NBO) charge analysis, in e, for atoms 1 through 4:
1. C -0.0545
2. C 0.3049
3. C 0.0417
4. N -0.4546



Entry 4:
DFT (ωB97M-V/def2-TZVPD) results for a single C3H4N2O2 molecule in a non-equilibrium geometry.

Properties
electronic energy = -376.56529 hartree
LUMO level (alpha / beta) = -0.49 / -0.49 eV
energy above the lowest of the compared OMol25 structures with the same formula, charge and spin = 124.57 kcal per mole

Structure (ORCA input):
```
! RIJCOSX wB97M-V def2-TZVPD def2/J DEFGRID3
* xyz 0 1
C 0.479 0.605 -0.017
C -0.383 1.577 -0.382
C -0.362 -0.612 0.211
N -1.710 1.198 -0.313
N -1.783 -0.033 -0.015
O -0.019 -1.664 -0.706
O -2.800 -0.701 0.161
H 1.480 0.480 -0.030
H -0.390 2.613 -0.802
H -0.193 -0.971 1.304
H 0.656 -2.224 -0.248
*
```

Results of the natural (NBO) charge analysis, in e, for atoms 1 through 4:
1. C -0.2869
2. C -0.0309
3. C 0.1573
4. N -0.2628



Entry 5:
DFT (ωB97M-V/def2-TZVPD) results for a single C3H4N2O2 molecule in a non-equilibrium geometry.

Properties
electronic energy = -376.58755 hartree
LUMO level = 0.80 eV
energy above the lowest of the compared OMol25 structures with the same formula, charge and spin = 110.60 kcal per mole

Structure (ORCA input):
```
! RIJCOSX wB97M-V def2-TZVPD def2/J DEFGRID3
* xyz 0 1
C 0.747 -0.742 -0.914
C -0.761 -0.772 -0.622
C 0.410 0.832 0.548
N 1.346 0.234 -0.362
N -0.849 0.230 0.418
O -0.659 1.575 0.033
O 0.827 1.198 1.795
H 1.236 -1.301 -1.620
H -1.410 -0.413 -1.381
H -1.021 -1.882 -0.359
H 0.133 1.040 2.464
*
```

Results of the natural (NBO) charge analysis, in e, for atoms 1 through 4:
1. C 0.1441
2. C -0.3345
3. C 0.6758
4. N -0.3948



Entry 6:
DFT (ωB97M-V/def2-TZVPD) results for a molecular structure, C3H4N2O2.

Properties
electronic energy = -376.49631 hartree
LUMO level = 0.60 eV
energy above the lowest of the compared OMol25 structures with the same formula, charge and spin = 167.85 kcal per mole

Structure (ORCA input):
```
! RIJCOSX wB97M-V def2-TZVPD def2/J DEFGRID3
* xyz 0 1
N -1.784 -0.346 -0.194
C -0.513 -0.223 0.239
C 0.101 0.914 0.784
O 1.438 0.384 1.289
C 1.332 0.099 -0.004
O 1.712 0.952 -0.902
N 0.500 -1.091 -0.234
H -1.940 -0.877 -1.039
H -2.407 0.429 -0.016
H 0.822 1.642 -0.284
H 0.738 -1.882 0.361
*
```

Results of the natural (NBO) charge analysis, in e, for atoms 1 through 4:
1. N -0.7653
2. C 0.3520
3. C -0.1920
4. O -0.4627



Entry 7:
DFT (ωB97M-V/def2-TZVPD) results for a single C3H4N2O2 molecule in a non-equilibrium geometry.

Properties
electronic energy = -376.65498 hartree
LUMO level = 0.35 eV
energy above the lowest of the compared OMol25 structures with the same formula, charge and spin = 68.28 kcal per mole

Structure (ORCA input):
```
! RIJCOSX wB97M-V def2-TZVPD def2/J DEFGRID3
* xyz 0 1
N -1.776 -0.363 0.214
C -0.466 0.017 0.137
C -0.025 1.329 0.315
O 1.401 1.201 0.324
C 1.778 -0.069 0.085
O 2.897 -0.501 0.057
N 0.585 -0.801 -0.101
H -2.205 -0.806 -0.585
H -2.350 0.369 0.616
H -0.406 1.409 -0.757
H 0.566 -1.785 -0.304
*
```

Results of the natural (NBO) charge analysis, in e, for atoms 1 through 4:
1. N -0.7975
2. C 0.3876
3. C -0.2206
4. O -0.4712



Entry 8:
DFT (ωB97M-V/def2-TZVPD) results for a single C3H4N2O2 molecule in a non-equilibrium geometry.

Properties
electronic energy = -376.64296 hartree
LUMO level = 0.88 eV
energy above the lowest of the compared OMol25 structures with the same formula, charge and spin = 75.83 kcal per mole

Structure (ORCA input):
```
! RIJCOSX wB97M-V def2-TZVPD def2/J DEFGRID3
* xyz 0 1
C -1.686 -0.284 0.067
C 1.844 -0.611 0.075
C 0.410 1.073 -0.046
H -1.784 0.847 -0.007
H -2.415 -0.865 -0.656
H -1.791 -0.595 1.076
H 2.846 -1.147 -0.116
N -0.177 -0.177 -0.300
N 0.760 -1.241 -0.046
O 1.878 0.831 -0.015
O 0.114 2.169 -0.031
*
```

Results of the natural (NBO) charge analysis, in e, for atoms 1 through 4:
1. C -0.4098
2. C 0.3207
3. C 0.8476
4. H 0.2323



Entry 9:
DFT (ωB97M-V/def2-TZVPD) results for a single C3H4N2O2 molecule.

Properties
electronic energy = -376.61539 hartree
LUMO level = 0.64 eV
energy above the lowest of the compared OMol25 structures with the same formula, charge and spin = 93.13 kcal per mole

Structure (ORCA input):
```
! RIJCOSX wB97M-V def2-TZVPD def2/J DEFGRID3
* xyz 0 1
C 0.419 0.757 -1.490
N 0.259 -0.199 -0.412
N -0.547 0.202 0.810
C 0.102 -0.310 1.996
O 0.931 -1.175 2.002
C -0.837 -0.889 -0.138
O -1.555 -1.805 -0.367
H -0.348 1.538 -1.482
H 1.412 1.199 -1.405
H 0.356 0.179 -2.416
H -0.296 0.164 2.908
*
```

Results of the natural (NBO) charge analysis, in e, for atoms 1 through 4:
1. C -0.4202
2. N -0.2855
3. N -0.4271
4. C 0.5258



Entry 10:
DFT (ωB97M-V/def2-TZVPD) results for 2 unconnected molecules or ions with the total composition C3H4N2O2.

Properties
electronic energy = -376.54537 hartree
LUMO level = 0.68 eV
energy above the lowest of the compared OMol25 structures with the same formula, charge and spin = 137.07 kcal per mole

Structure (ORCA input):
```
! RIJCOSX wB97M-V def2-TZVPD def2/J DEFGRID3
* xyz 0 1
N 1.724 0.827 -1.069
C 1.386 0.706 0.239
C 1.141 0.629 1.420
O -1.606 -2.242 0.792
C -1.838 -1.291 0.126
O -2.833 -0.639 -0.440
N -1.343 -0.200 -0.588
H 1.033 0.488 -1.729
H 2.647 0.461 -1.264
H 0.940 0.660 2.468
H -1.249 0.600 0.046
*
```

Results of the natural (NBO) charge analysis, in e, for atoms 1 through 4:
1. N -0.8376
2. C 0.1549
3. C -0.3559
4. O -0.5164



Copy entry 9 word for word.
DFT (ωB97M-V/def2-TZVPD) results for a single C3H4N2O2 molecule.

Properties
electronic energy = -376.61539 hartree
LUMO level = 0.64 eV
energy above the lowest of the compared OMol25 structures with the same formula, charge and spin = 93.13 kcal per mole

Structure (ORCA input):
```
! RIJCOSX wB97M-V def2-TZVPD def2/J DEFGRID3
* xyz 0 1
C 0.419 0.757 -1.490
N 0.259 -0.199 -0.412
N -0.547 0.202 0.810
C 0.102 -0.310 1.996
O 0.931 -1.175 2.002
C -0.837 -0.889 -0.138
O -1.555 -1.805 -0.367
H -0.348 1.538 -1.482
H 1.412 1.199 -1.405
H 0.356 0.179 -2.416
H -0.296 0.164 2.908
*
```

Results of the natural (NBO) charge analysis, in e, for atoms 1 through 4:
1. C -0.4202
2. N -0.2855
3. N -0.4271
4. C 0.5258



Which of these has the lowest energy above the lowest of the compared OMol25 structures with the same formula, charge and spin?
number 3